Version a
The following is a quantum chemistry calculation of the molecule C4H7N3O2, from OMol25.

Summary:
HOMO level, eV: -9.35
Kohn-Sham gap, eV: 9.93
M, g mol⁻¹: 129.12
Structure (SMILES): NN1C=N[C@@H](C(=O)O)C1

Bonds (Å) are listed after each position.
Cartesian coordinates (Å):
1 O -2.810 0.914 -0.528  C4 1.325, H14 0.974
2 C 0.161 -1.007 0.226  H5 1.131, N6 1.449, C7 1.561, H16 1.092
3 H -1.124 -0.031 1.677  C7 1.105
4 C -2.271 -0.204 -0.062  O1 1.325, C7 1.490, O15 1.201
5 H -0.073 -1.550 -0.738  C2 1.131
6 N 1.332 -0.155 0.199  C2 1.449, C9 1.374, N10 1.411
7 C -0.951 0.028 0.587  C2 1.561, H3 1.105, C4 1.490, N13 1.467
8 H 2.468 -0.260 -1.473  N10 1.014
9 C 0.879 1.137 0.079  N6 1.374, H12 1.076, N13 1.279
10 N 2.486 -0.558 -0.504  N6 1.411, H8 1.014, H11 1.052
11 H 3.301 -0.082 -0.040  N10 1.052
12 H 1.583 1.920 -0.141  C9 1.076
13 N -0.364 1.341 0.301  C7 1.467, C9 1.279
14 H -2.118 1.592 -0.425  O1 0.974
15 O -2.810 -1.277 -0.109  C4 1.201
16 H 0.311 -1.809 0.952  C2 1.092

***

Version b
The following is a quantum chemistry calculation of the molecule C4H7N3O2, from OMol25.

Summary:
HOMO level, eV: -9.41
Kohn-Sham gap, eV: 9.43
M, g mol⁻¹: 129.12
Structure (SMILES): NCCc1no[nH]c1=O

Bonds (Å) are listed after each position.
Cartesian coordinates (Å):
1 C -1.426 -0.057 -0.559  H3 0.995, N9 1.512, C12 1.474, H14 1.069
2 H 3.751 0.629 -0.913  N5 1.189
3 H -1.142 -0.776 -1.186  C1 0.995
4 H -3.109 0.868 0.539  N9 1.120
5 N 2.914 0.362 -0.111  H2 1.189, C7 1.280, O10 1.459
6 C 0.862 -0.284 0.367  C7 1.483, C12 1.517, N16 1.361
7 C 1.764 0.870 0.132  N5 1.280, C6 1.483, O13 1.264
8 H -0.738 0.499 1.307  C12 1.011
9 N -2.895 0.079 -0.226  C1 1.512, H4 1.120, H15 1.130
10 O 2.832 -1.089 -0.241  N5 1.459, N16 1.402
11 H -0.903 -1.297 1.014  C12 1.121
12 C -0.626 -0.270 0.661  C1 1.474, C6 1.517, H8 1.011, H11 1.121
13 O 1.380 2.072 0.081  C7 1.264
14 H -1.058 0.847 -0.994  C1 1.069
15 H -3.141 -1.005 -0.023  N9 1.130
16 N 1.534 -1.447 0.151  C6 1.361, O10 1.402

***

Which structure is most stable? version a, by 4.197 eV over the runner-up.

***

Version a
The following is a quantum chemistry calculation of the molecule C4H4OS2, from OMol25.

Summary:
HOMO level, eV: -9.12
Kohn-Sham gap, eV: 7.42
M, g mol⁻¹: 132.21
Structure (SMILES): CC(=S)C(=S)C=O

Bonds (Å) are listed after each position.
Cartesian coordinates (Å):
1 H 1.635 2.270 -0.159  C11 1.056
2 S -0.561 1.963 -1.395  C10 1.596
3 H -0.622 -0.761 1.676  C8 1.115
4 O 2.420 0.325 0.177  C11 1.335
5 S 0.160 -1.619 -1.589  C6 1.576
6 C -0.371 -0.583 -0.528  S5 1.576, C8 1.441, C10 1.433
7 H -1.049 -2.042 0.946  C8 1.101
8 C -1.063 -0.975 0.674  H3 1.115, C6 1.441, H7 1.101, H9 1.140
9 H -2.121 -0.579 0.820  C8 1.140
10 C 0.104 0.768 -0.572  S2 1.596, C6 1.433, C11 1.533
11 C 1.468 1.234 -0.048  H1 1.056, O4 1.335, C10 1.533

***

Version b
The following is a quantum chemistry calculation of the molecule C4H4OS2, from OMol25.

Summary:
HOMO level, eV: -8.00
Kohn-Sham gap, eV: 6.98
M, g mol⁻¹: 132.21
Structure (SMILES): O=CC1SC=CS1

Bonds (Å) are listed after each position.
Cartesian coordinates (Å):
1 O -3.307 0.251 -0.357  C9 1.222
2 H 2.641 0.999 0.155  C8 1.100
3 C 1.638 -0.943 0.198  H5 1.053, C8 1.347, S11 1.715
4 H -1.690 0.457 -1.690  C9 1.134
5 H 2.532 -1.498 0.248  C3 1.053
6 H -0.962 0.065 1.348  C10 1.075
7 S 0.346 1.407 0.079  C8 1.704, C10 1.732
8 C 1.718 0.402 0.192  H2 1.100, C3 1.347, S7 1.704
9 C -2.125 0.364 -0.646  O1 1.222, H4 1.134, C10 1.537
10 C -0.910 0.234 0.287  H6 1.075, S7 1.732, C9 1.537, S11 2.227
11 S 0.119 -1.738 0.186  C3 1.715, C10 2.227

***

Which structure is most stable? version b, by 0.710 eV over the runner-up.

***

Version a
The following is a quantum chemistry calculation of the ion C4H12NO2 with charge +1, from OMol25.

Summary:
HOMO level, eV: -14.93
Kohn-Sham gap, eV: 11.85
Charge: +1
M, g mol⁻¹: 106.14
Structure (SMILES): [NH3+][C@@H](CO)CCO

Bonds (Å) are listed after each position.
Cartesian coordinates (Å):
1 H 0.044 1.235 -2.423  O15 0.967
2 H -1.954 1.359 1.994  O3 0.966
3 O -1.070 1.201 1.640  H2 0.966, C18 1.422
4 H -1.389 -0.818 2.131  C18 1.081
5 H 0.842 -1.349 0.726  C10 1.080
6 H 1.028 -1.307 -1.775  C14 1.072
7 C -0.622 -0.625 -0.675  C10 1.530, H11 1.097, C14 1.515, H17 1.091
8 H 2.105 0.470 0.821  N9 1.015
9 N 1.187 0.665 0.433  H8 1.015, C10 1.541, H13 1.026, H19 1.032
10 C 0.190 -0.495 0.616  H5 1.080, C7 1.530, N9 1.541, C18 1.512
11 H -1.323 0.217 -0.719  C7 1.097
12 H 0.127 -0.074 2.667  C18 1.102
13 H 0.820 1.479 0.939  N9 1.026
14 C 0.175 -0.685 -1.961  H6 1.072, C7 1.515, O15 1.447, H16 1.087
15 O 0.757 0.593 -2.305  H1 0.967, C14 1.447
16 H -0.415 -1.053 -2.797  C14 1.087
17 H -1.171 -1.564 -0.587  C7 1.091
18 C -0.608 -0.127 1.847  O3 1.422, H4 1.081, C10 1.512, H12 1.102
19 H 1.276 0.879 -0.573  N9 1.032

***

Version b
The following is a quantum chemistry calculation of a cluster of 3 separate species, C4H12NO2 in total, from OMol25.

Summary:
HOMO level, eV: -13.81
Kohn-Sham gap, eV: 9.06
Charge: +1
M, g mol⁻¹: 106.14

Bonds (Å) are listed after each position.
Cartesian coordinates (Å):
1 C 0.607 1.519 -1.095  C4 1.399, C12 1.531, N14 1.631
2 H -0.312 2.766 -2.540  C4 1.083
3 O -1.687 1.856 2.257  H10 0.941, H15 0.993
4 C -0.390 2.401 -1.523  C1 1.399, H2 1.083, H18 1.038
5 O -0.324 -5.581 1.704  H7 1.011, H8 0.935
6 H 1.028 0.123 -2.668  C12 1.112
7 H 0.177 -6.455 1.620  O5 1.011
8 H -1.202 -5.901 1.738  O5 0.935
9 H 1.827 1.699 -2.764  C12 1.067
10 H -2.256 1.705 2.991  O3 0.941
11 H 0.134 -1.190 1.267  C16 1.178
12 C 1.583 0.901 -2.100  C1 1.531, H6 1.112, H9 1.067, H13 1.209
13 H 2.452 0.233 -1.589  C12 1.209
14 N 0.292 0.896 0.379  C1 1.631, C16 1.320, H19 1.085
15 H -2.162 2.555 1.737  O3 0.993
16 C 0.534 -0.396 0.495  H11 1.178, N14 1.320, H17 1.135
17 H 1.237 -0.991 -0.167  C16 1.135
18 H -1.224 2.566 -0.928  C4 1.038
19 H -0.314 1.292 1.187  N14 1.085

***

Version c
The following is a quantum chemistry calculation of the ion C4H12NO2 with charge +1, from OMol25.

Summary:
HOMO level, eV: -14.50
Kohn-Sham gap, eV: 11.30
Charge: +1
M, g mol⁻¹: 106.14
Structure (SMILES): CC(C)([NH3+])COO

Bonds (Å) are listed after each position.
Cartesian coordinates (Å):
1 H 2.201 -0.379 -0.830  C14 1.090
2 H 0.846 -1.501 -1.363  C14 1.073
3 H -1.262 -1.212 0.453  N5 1.089
4 C 0.400 0.104 0.008  N5 1.616, C7 1.502, C8 1.588, C14 1.477
5 N -0.285 -1.053 0.905  H3 1.089, C4 1.616, H18 0.972, H19 1.053
6 H 2.075 1.492 0.594  C7 1.180
7 C 1.346 0.672 1.028  C4 1.502, H6 1.180, H11 1.058, H17 1.083
8 C -0.825 1.070 -0.286  C4 1.588, H13 1.117, O15 1.389, H16 1.139
9 H 1.261 0.049 -2.087  C14 1.132
10 H -3.385 -0.465 -1.140  O12 0.917
11 H 1.864 -0.030 1.626  C7 1.058
12 O -2.645 -0.548 -0.605  H10 0.917, O15 1.473
13 H -1.215 1.669 0.572  C8 1.117
14 C 1.154 -0.506 -1.105  H1 1.090, H2 1.073, C4 1.477, H9 1.132
15 O -1.800 0.542 -1.123  C8 1.389, O12 1.473
16 H -0.372 1.920 -0.894  C8 1.139
17 H 0.679 1.126 1.751  C7 1.083
18 H -0.315 -1.052 1.876  N5 0.972
19 H 0.278 -1.895 0.619  N5 1.053

***

Which structure is most stable? version a, by 2.889 eV over the runner-up.

***

Version a
The following is a quantum chemistry calculation of the ion C4H12NO2 with charge +1, from OMol25.

Summary:
HOMO level, eV: -14.53
Kohn-Sham gap, eV: 11.07
Charge: +1
M, g mol⁻¹: 106.14
Structure (SMILES): C[C@H](O)[C@H]([NH3+])CO

Bonds (Å) are listed after each position.
Cartesian coordinates (Å):
1 C 0.344 0.532 1.602  O4 1.405, H9 1.091, C13 1.558, H18 1.106
2 H -1.079 -0.516 2.457  O4 0.939
3 H 0.896 1.373 -0.897  N19 1.023
4 O -0.434 0.123 2.698  C1 1.405, H2 0.939
5 H 1.520 -0.770 -1.744  C6 1.081
6 C 1.021 -1.259 -0.920  H5 1.081, H11 1.103, C15 1.518, H17 1.087
7 H -1.512 0.665 0.548  C13 1.095
8 O -1.210 -0.503 -1.695  C15 1.422, H16 0.955
9 H 0.926 1.414 1.875  C1 1.091
10 H -0.727 -1.607 0.118  C15 1.092
11 H 0.908 -2.279 -1.322  C6 1.103
12 H -0.032 2.539 -0.147  N19 1.017
13 C -0.467 0.489 0.272  C1 1.558, H7 1.095, C15 1.572, N19 1.500
14 H -0.579 1.551 -1.481  N19 1.027
15 C -0.395 -0.833 -0.577  C6 1.518, O8 1.422, H10 1.092, C13 1.572
16 H -1.993 -1.042 -1.605  O8 0.955
17 H 1.701 -1.297 -0.073  C6 1.087
18 H 1.158 -0.211 1.500  C1 1.106
19 N -0.049 1.631 -0.605  H3 1.023, H12 1.017, C13 1.500, H14 1.027

***

Version b
The following is a quantum chemistry calculation of a cluster of 2 separate species, C4H12NO2 in total, from OMol25.

Summary:
HOMO level, eV: -14.71
Kohn-Sham gap, eV: 5.46
Charge: +1
M, g mol⁻¹: 106.14

Bonds (Å) are listed after each position.
Cartesian coordinates (Å):
1 H 0.025 1.134 1.286  C12 1.053
2 H -5.753 -0.862 0.190  H4 0.767
3 H 2.232 1.364 0.275  C7 1.040
4 H -5.027 -1.008 0.390  H2 0.767
5 H 0.183 -1.017 1.586  C17 1.153
6 H 2.262 1.088 -2.027  O8 0.935
7 C 1.412 1.683 -0.278  H3 1.040, O8 1.479, H9 1.052, C12 1.518
8 O 1.407 1.135 -1.652  H6 0.935, C7 1.479
9 H 1.499 2.730 -0.214  C7 1.052
10 H 0.280 -0.516 -1.177  C11 1.015
11 C -0.128 -0.321 -0.268  H10 1.015, C12 1.511, N15 1.400, C17 1.529
12 C 0.118 1.082 0.238  H1 1.053, C7 1.518, C11 1.511, H14 1.171
13 H 2.628 -1.695 1.096  O18 0.969
14 H -0.729 1.768 -0.189  C12 1.171
15 N -1.463 -0.631 0.017  C11 1.400, H16 1.007
16 H -2.008 -1.096 -0.690  N15 1.007
17 C 0.662 -1.316 0.581  H5 1.153, C11 1.529, O18 1.437, H19 1.117
18 O 2.088 -1.171 0.485  H13 0.969, C17 1.437
19 H 0.311 -2.352 0.352  C17 1.117

***

Version c
The following is a quantum chemistry calculation of a cluster of 3 separate species, C4H12NO2 in total, from OMol25.

Summary:
HOMO level, eV: -13.84
Kohn-Sham gap, eV: 8.82
Charge: +1
M, g mol⁻¹: 106.14

Bonds (Å) are listed after each position.
Cartesian coordinates (Å):
1 H -0.456 1.842 3.534  O19 0.956
2 C 0.705 -1.452 -0.903  C6 1.533, H12 1.113, H16 1.124, H18 1.093
3 C 1.374 -1.184 1.626  H4 1.161, H5 1.130, C6 1.386
4 H 1.334 -0.340 2.424  C3 1.161
5 H 1.855 -2.198 1.753  C3 1.130
6 C 0.780 -0.743 0.454  C2 1.533, C3 1.386, N13 1.420
7 H -2.082 0.989 0.200  C9 1.066
8 H -0.658 0.911 -4.163  O14 0.955
9 C -1.382 0.306 -0.222  H7 1.066, H11 1.016, N13 1.325
10 H -0.376 -0.500 -4.195  O14 0.963
11 H -1.525 -0.242 -1.066  C9 1.016
12 H 1.459 -2.229 -1.163  C2 1.113
13 N -0.313 0.159 0.546  C6 1.420, C9 1.325, H15 1.007
14 O -0.361 0.228 -3.565  H8 0.955, H10 0.963
15 H -0.021 0.994 1.026  N13 1.007
16 H 0.801 -0.670 -1.705  C2 1.124
17 H -0.378 2.958 2.635  O19 0.966
18 H -0.244 -1.974 -1.043  C2 1.093
19 O -0.437 1.995 2.591  H1 0.956, H17 0.966

***

Version d
The following is a quantum chemistry calculation of a cluster of 2 separate species, C4H12NO2 in total, from OMol25.

Summary:
HOMO level, eV: -14.54
Kohn-Sham gap, eV: 11.32
Charge: +1
M, g mol⁻¹: 106.14

Bonds (Å) are listed after each position.
Cartesian coordinates (Å):
1 C 0.027 0.526 1.919  C9 1.509, H11 1.139, H13 1.066, H16 1.175
2 H -1.999 1.256 -0.302  C19 1.109
3 H -1.529 0.613 -1.816  C19 1.037
4 H -0.379 1.556 -0.932  C19 1.058
5 N -0.521 -0.556 -0.365  C9 1.581, H10 0.953, C17 1.554, C19 1.608
6 H 1.853 -1.322 1.721  O7 1.000
7 O 1.303 -1.336 0.887  H6 1.000, C9 1.324
8 H 0.572 -2.242 -1.297  C17 1.109
9 C 0.566 -0.245 0.740  C1 1.509, N5 1.581, O7 1.324
10 H -1.227 -0.934 0.151  N5 0.953
11 H 0.841 0.774 2.676  C1 1.139
12 H -0.692 -1.538 -2.271  C17 1.057
13 H -0.910 0.084 2.170  C1 1.066
14 O 1.564 1.051 -0.265  H18 1.054
15 H 0.762 -0.741 -2.217  C17 1.075
16 H -0.191 1.606 1.512  C1 1.175
17 C 0.082 -1.293 -1.594  N5 1.554, H8 1.109, H12 1.057, H15 1.075
18 H 2.543 0.697 -0.099  O14 1.054
19 C -1.150 0.833 -0.877  H2 1.109, H3 1.037, H4 1.058, N5 1.608

***

Which structure is most stable? version a, by 1.233 eV over the runner-up.